This record from the OMol25 dataset describes a structure of composition C45H123Br18N21O12P6 in a non-equilibrium geometry. The level of theory is ωB97M-V/def2-TZVPD.

Structure (XYZ):
```
225
Properties=species:S:1:pos:R:3:forces:R:3:lowdin_charge:R:1
C 3.68821 2.10249 -2.14517 -1.4 -0.6 0.6 0.034
N 3.79993 2.36046 -0.68834 0.6 0.3 0.7 -0.432
O 4.57235 1.68801 -0.02943 0.1 -0.2 -0.2 0.048
O 3.09691 3.22326 -0.20214 -0.2 0.1 -0.1 -0.023
H 2.84527 2.70789 -2.45590 0.4 0.2 -0.3 0.064
H 3.31023 1.07943 -2.14877 0.3 -0.1 -0.4 0.093
H 4.62288 2.19921 -2.68029 0.1 0.2 0.2 0.108
C 0.25025 2.74408 -4.79613 1.3 -0.7 0.0 0.011
N 1.31418 1.67910 -4.69939 -0.2 0.9 0.5 -0.424
O 2.46290 2.08521 -4.74854 0.0 -0.3 -0.2 0.034
O 0.98448 0.53334 -4.51875 0.0 -0.5 -0.2 0.051
H 0.37985 3.32554 -3.88665 -0.2 0.0 0.1 0.082
H -0.69468 2.21961 -4.84154 0.0 0.3 -0.3 0.070
H 0.53671 3.36847 -5.63476 -0.3 -0.3 0.0 0.079
C -2.99745 1.77576 6.83326 -0.9 0.4 0.1 0.037
N -2.87343 0.90999 5.63195 1.4 0.5 0.3 -0.436
O -3.57403 1.07570 4.66880 -0.7 0.2 -0.1 0.044
O -1.95015 0.12773 5.68741 0.2 -0.6 0.0 0.039
H -3.49917 1.18375 7.59619 -0.1 0.1 -0.1 0.105
H -3.58121 2.64374 6.53788 -0.1 -0.1 0.1 0.067
H -2.02753 2.06766 7.22184 0.2 -0.2 -0.4 0.093
O -3.97742 -2.86614 -5.01155 0.2 -0.3 -0.5 -0.294
P -3.53991 -2.91409 -6.43383 -0.6 -0.5 -1.0 0.557
N -2.25564 -1.94524 -6.90099 -0.3 -0.1 -0.4 -0.303
C -2.48623 -0.52669 -7.13393 -0.3 0.2 -0.4 -0.110
C -0.91785 -2.17066 -6.36528 0.4 -0.5 0.5 -0.102
N -4.83244 -2.53156 -7.46146 0.7 0.3 0.5 -0.310
C -4.66071 -2.54172 -8.91227 0.2 -0.7 0.7 -0.111
C -6.19602 -2.35796 -6.92744 1.2 0.8 -0.3 -0.086
N -3.05297 -4.43927 -6.94015 0.8 0.6 0.9 -0.308
C -3.40217 -5.55867 -6.09050 -1.0 0.4 1.0 -0.124
C -2.32784 -4.74266 -8.15210 -0.7 -0.7 -0.1 -0.125
H -1.63065 -0.08388 -7.64769 0.2 -0.1 0.3 0.089
H -2.69000 0.01305 -6.20472 0.1 0.1 0.0 0.081
H -3.30640 -0.35884 -7.83509 -0.2 -0.2 0.3 0.067
H -0.72605 -1.52097 -5.50842 0.0 0.1 0.0 0.070
H -0.12697 -1.99865 -7.09916 -0.3 0.3 -0.2 0.090
H -0.74324 -3.19185 -6.02101 -0.5 -0.1 0.0 0.061
H -4.61329 -3.58000 -9.25594 0.0 0.0 -0.3 0.071
H -5.51672 -2.06832 -9.38797 0.2 0.2 -0.1 0.081
H -3.71492 -2.06502 -9.17241 -0.2 0.2 -0.3 0.065
H -6.31447 -3.01978 -6.07379 -0.4 0.3 0.1 0.062
H -6.25469 -1.29231 -6.68540 -0.6 -0.2 0.6 0.081
H -6.92453 -2.53787 -7.71542 0.0 -0.4 0.1 0.075
H -3.03535 -5.43477 -5.07075 0.6 -0.1 -0.2 -0.002
H -4.48350 -5.54798 -5.89909 -0.1 -0.4 -0.4 0.071
H -3.10463 -6.52680 -6.48346 0.1 0.1 -0.2 0.088
H -2.04568 -3.82495 -8.65904 0.2 -0.2 -0.1 0.071
H -2.99049 -5.36106 -8.77479 0.1 0.3 -0.4 0.080
H -1.48199 -5.41787 -7.98042 0.3 0.5 0.2 0.082
O 0.63831 -3.78979 2.04170 -0.2 0.4 0.7 -0.315
P -0.41809 -4.47647 2.82044 -1.0 -0.5 1.2 0.595
N 0.08002 -5.08403 4.32378 0.8 -0.7 -0.8 -0.289
C -0.64738 -6.14007 5.00104 -0.5 -0.1 -0.1 -0.125
C 0.95431 -4.27947 5.20864 -3.7 -2.7 -1.5 -0.077
N -1.06966 -5.83352 2.04728 -0.1 0.2 0.8 -0.288
C -2.15062 -5.66883 1.10083 -0.3 0.0 -0.5 -0.150
C -0.21614 -6.99524 1.84127 1.5 0.2 0.3 -0.118
N -1.73441 -3.49809 3.29376 0.0 -0.3 -1.2 -0.274
C -3.07839 -3.99485 3.60944 1.0 -1.0 -0.6 -0.118
C -1.67222 -2.04541 3.25049 0.4 -0.3 0.5 -0.112
H -0.09256 -6.45634 5.88450 0.1 0.0 0.0 0.084
H -0.81611 -7.01168 4.36827 0.2 0.0 0.0 0.058
H -1.65670 -5.86499 5.33162 0.1 0.4 0.2 0.073
H 1.32916 -3.40063 4.68648 -1.5 -5.7 -3.8 0.009
H 1.62739 -4.98323 5.68581 0.7 0.6 0.1 0.115
H 0.29372 -3.79020 5.93669 0.2 -0.2 0.5 0.106
H -2.35240 -6.62966 0.62535 0.0 0.0 0.1 0.070
H -3.07544 -5.36976 1.59337 0.1 0.1 -0.2 0.035
H -1.95187 -4.97430 0.27777 0.1 0.2 0.1 0.057
H 0.67690 -6.78365 1.23927 -0.3 0.2 -0.4 0.047
H 0.25556 -7.30734 2.77698 -0.4 -0.1 0.1 0.064
H -0.71045 -7.85781 1.40029 -0.4 0.2 0.1 0.089
H -3.79940 -3.78157 2.81427 -0.1 0.7 0.2 0.069
H -3.05203 -5.08564 3.56529 0.1 0.0 0.6 0.061
H -3.40205 -3.66622 4.59427 -0.2 0.1 0.0 0.088
H -2.49033 -1.65669 2.64076 0.1 0.2 0.0 0.087
H -0.71089 -1.67287 2.89307 -0.2 -0.6 -0.1 0.054
H -1.72881 -1.65303 4.26937 -0.4 0.1 -0.1 0.065
O 7.54493 -2.09131 1.28701 0.1 -0.1 0.1 -0.283
P 6.57547 -2.60464 2.27137 1.0 -0.5 0.2 0.557
N 5.92264 -1.43753 3.27024 0.0 -2.5 -0.7 -0.155
C 4.66594 -1.64668 4.00615 0.4 -1.5 -0.6 -0.169
C 6.46053 -0.09820 3.33065 15.6 -0.8 -12.4 -0.232
N 7.30700 -3.72286 3.33282 -0.1 0.4 -1.0 -0.291
C 8.38254 -4.55090 2.82354 0.9 -0.6 0.3 -0.144
C 6.55509 -4.28016 4.45047 0.1 0.4 -0.1 -0.114
N 5.26534 -3.38939 1.56119 -0.5 0.2 1.2 -0.289
C 5.48310 -4.70008 0.91032 0.4 1.3 0.0 -0.078
C 4.27751 -2.53593 0.91199 -0.3 -0.3 0.0 -0.116
H 4.38232 -2.69404 4.06097 0.9 -0.2 0.0 0.085
H 3.84867 -1.16838 3.45165 1.4 -1.6 0.9 0.015
H 4.73376 -1.15625 4.97706 -0.1 -1.6 0.0 0.086
H 6.27322 0.32579 4.32136 12.4 0.9 0.9 0.014
H 5.97593 0.62000 2.65788 1.9 -1.6 -0.9 0.129
H 7.52646 -0.13384 3.11573 1.0 -1.1 -1.3 0.114
H 8.07572 -5.51853 2.40759 -0.3 0.1 -0.2 0.072
H 9.04519 -4.06747 2.10818 -0.5 0.4 -0.2 0.076
H 9.06979 -4.82246 3.63303 -0.2 0.1 0.3 0.077
H 6.40704 -3.51609 5.21646 -0.2 0.0 -0.1 0.078
H 5.58739 -4.65785 4.10782 -0.1 -0.2 0.3 0.070
H 7.13560 -5.06705 4.92970 0.0 -0.1 -0.2 0.079
H 5.63032 -5.51095 1.62066 0.1 0.1 0.1 0.072
H 4.61949 -4.91952 0.28680 0.0 -0.1 0.0 0.047
H 6.36357 -4.55812 0.27851 0.0 -0.6 -0.2 0.085
H 4.53818 -2.31223 -0.12621 0.0 0.1 0.0 0.099
H 4.11301 -1.60569 1.45448 0.5 0.0 -0.2 0.055
H 3.29386 -3.01055 0.93848 0.1 -0.3 -0.1 0.043
O -0.77848 4.86406 -5.76530 -1.0 0.3 0.0 -0.287
P -1.71977 5.91661 -5.32625 -1.1 1.4 -0.4 0.590
N -2.22234 5.75490 -3.73965 0.4 0.1 0.8 -0.272
C -2.83692 6.77290 -2.86850 0.0 -0.2 -1.1 -0.117
C -2.66634 4.42435 -3.32496 1.3 -0.4 0.2 -0.118
N -3.17017 5.96115 -6.26623 1.7 -0.3 0.0 -0.310
C -3.74645 4.66474 -6.57493 0.0 -0.2 0.7 -0.123
C -4.07090 7.10445 -6.18375 0.9 0.1 -0.7 -0.099
N -1.12858 7.49074 -5.46904 -1.0 -1.0 0.7 -0.295
C -0.38074 8.14268 -4.40302 -0.1 -0.3 0.0 -0.140
C -0.93002 7.97167 -6.81101 1.0 0.3 -0.5 -0.135
H -2.37324 7.75030 -2.95626 0.0 -0.1 -0.1 0.027
H -2.71004 6.41997 -1.84811 -0.2 0.1 0.1 0.015
H -3.88914 6.86833 -3.15135 -0.2 0.1 0.5 0.079
H -3.68618 4.16887 -3.61495 0.0 0.0 -0.1 0.079
H -2.57231 4.29236 -2.24378 -0.2 0.4 0.1 0.052
H -1.91898 3.70142 -3.66409 -0.5 -0.1 -0.5 0.055
H -2.95634 3.93937 -6.76125 0.1 0.1 -0.3 0.073
H -4.27076 4.26280 -5.69980 -0.4 0.0 -0.2 0.063
H -4.43142 4.72210 -7.42081 0.1 0.0 0.0 0.081
H -3.69063 7.88336 -6.85447 0.0 0.2 0.2 0.068
H -5.02875 6.82321 -6.61707 -0.2 0.0 0.6 0.084
H -4.08925 7.53167 -5.18217 -0.6 -0.1 0.0 0.061
H 0.41881 8.74186 -4.83703 0.1 -0.1 0.1 0.090
H -1.01475 8.78280 -3.78403 0.0 0.3 -0.3 0.033
H 0.03432 7.41385 -3.70600 0.2 -0.1 -0.2 0.034
H -1.47176 7.35275 -7.52479 -0.3 0.3 0.0 0.076
H 0.12117 7.90812 -7.13057 0.1 -0.2 0.2 0.086
H -1.14163 9.04317 -6.87886 -0.6 -0.1 -0.1 0.086
O 0.55015 1.67362 -1.63952 -0.4 0.3 0.5 -0.281
P -0.33802 0.87570 -0.75186 0.0 -0.3 0.7 0.575
N 0.24435 -0.66581 -0.44609 0.1 -0.2 0.1 -0.284
C 0.08430 -1.76837 -1.37913 -1.0 -0.2 -0.4 -0.128
C 1.56915 -0.77248 0.19615 -0.8 0.7 -0.2 -0.091
N -1.87612 0.75348 -1.39744 0.4 0.2 -0.8 -0.279
C -3.01541 0.26016 -0.63598 1.1 -0.7 0.3 -0.107
C -2.01470 0.59962 -2.85179 -0.6 1.0 0.2 -0.103
N -0.52324 1.44445 0.84435 -0.9 -0.3 -0.7 -0.267
C -0.66611 2.88786 1.04425 0.9 -0.7 -0.3 -0.196
C -1.02324 0.61088 1.93677 1.1 0.9 0.4 -0.124
H -0.91708 -1.80306 -1.81775 -0.2 0.1 0.3 0.067
H 0.22736 -2.69950 -0.82656 0.0 0.2 -0.1 0.001
H 0.73266 -1.76332 -2.26500 0.5 0.2 0.3 0.089
H 1.63633 -1.72193 0.72810 0.0 0.0 -0.1 0.054
H 1.65110 0.04523 0.91434 0.3 0.0 0.0 0.067
H 2.32313 -0.67062 -0.58937 0.4 -0.1 0.3 0.088
H -2.82417 -0.79714 -0.42712 -0.5 -0.3 0.1 0.073
H -3.06703 0.75627 0.32757 -0.2 0.2 -0.1 0.002
H -3.92789 0.36920 -1.21712 0.0 0.1 0.1 0.085
H -1.39629 1.34980 -3.34436 0.2 -0.6 0.1 0.031
H -1.89282 -0.40157 -3.26374 0.4 -0.1 0.1 0.072
H -3.03805 0.88999 -3.10053 -0.1 0.0 0.0 0.081
H -0.58926 3.19137 2.08931 0.1 -0.5 0.2 -0.023
H 0.24053 3.24020 0.55376 -0.5 0.9 -0.2 -0.008
H -1.60051 3.32916 0.69424 0.0 -0.1 -0.4 0.036
H -0.49489 1.00925 2.81477 0.2 -0.4 0.2 0.080
H -0.72617 -0.42225 1.78009 -0.3 0.5 -0.2 0.041
H -2.06787 0.73119 2.24428 -0.3 -0.2 -0.7 0.062
O 4.16352 -0.04165 7.09478 0.4 0.6 0.1 -0.256
P 3.15404 0.35750 6.10312 -1.6 0.5 -3.2 0.576
N 1.89820 -0.77582 5.85245 -0.1 1.3 0.2 -0.262
C 2.34860 -2.07422 5.36742 1.1 2.3 0.7 -0.113
C 0.95577 -0.83158 6.96196 -0.3 0.2 0.3 -0.120
N 3.77513 0.55468 4.51923 -3.1 2.1 1.8 -0.260
C 5.22181 0.70709 4.28061 -16.5 7.2 5.5 -0.257
C 3.00649 0.45495 3.29610 -0.5 1.1 0.0 -0.116
N 2.35852 1.81191 6.35479 -1.0 -0.2 1.1 -0.297
C 1.26115 2.27163 5.48875 1.1 -0.6 0.0 -0.156
C 3.05074 2.88057 7.07599 1.3 -1.2 -0.4 -0.126
H 2.81755 -1.94137 4.38924 -0.7 -0.2 0.7 0.063
H 1.57478 -2.81721 5.19443 2.3 6.2 4.1 -0.059
H 3.07150 -2.44289 6.10552 0.1 -0.7 -0.3 0.123
H 0.16117 -1.55324 6.77194 0.1 -0.1 -0.1 0.070
H 0.45831 0.13199 7.07437 0.0 0.0 0.0 0.053
H 1.41036 -1.05668 7.93465 0.1 -0.2 -0.1 0.087
H 5.72571 -0.23911 4.08126 -10.7 -2.3 5.6 -0.080
H 5.34793 1.49544 3.54002 -0.9 0.1 1.1 0.134
H 5.62152 1.07925 5.22738 0.4 -0.4 0.6 0.165
H 1.95582 0.28531 3.52814 -0.1 0.2 -0.2 0.082
H 3.15890 1.30981 2.62645 -0.3 0.4 0.3 0.092
H 3.32764 -0.37308 2.64528 -0.5 0.6 -0.3 0.048
H 1.65832 2.68049 4.55207 -0.1 0.3 0.0 0.033
H 0.60927 1.44652 5.19729 -0.1 0.0 0.3 0.056
H 0.73860 3.04267 6.04833 -0.3 0.0 -0.2 0.020
H 4.01691 3.04547 6.58251 0.0 0.4 0.0 0.035
H 3.32844 2.52307 8.06845 -0.4 0.3 0.2 0.079
H 2.51243 3.81982 7.04985 -0.2 -0.1 0.2 0.023
C -4.77087 -4.60570 -2.39068 0.0 -0.2 0.2 -1.503
Br -3.40857 -6.03182 -2.43413 -0.7 0.4 0.1 0.587
Br -4.90225 -3.82043 -0.60467 -0.1 -0.4 -0.5 0.568
Br -6.52157 -5.21091 -3.07604 1.1 0.3 0.4 0.551
H -4.37454 -3.80354 -3.00615 -0.3 -0.2 -0.4 -0.068
C 0.73116 -6.13535 -2.04280 0.9 0.4 0.0 -1.567
Br 1.67866 -4.89002 -0.83391 -0.6 -0.7 -0.6 0.655
Br 1.77427 -7.74308 -2.17381 -0.1 -0.3 0.1 0.571
Br 0.48861 -5.42414 -3.82272 -0.1 0.2 0.2 0.562
H -0.25092 -6.37991 -1.65857 0.1 0.2 0.2 -0.054
C 0.04612 6.74214 0.01344 -0.8 -0.2 -0.8 -1.466
Br -1.62743 6.15903 0.86548 0.6 0.5 -0.1 0.559
Br -0.24689 8.41471 -0.99900 0.3 -0.6 0.9 0.628
Br 0.64569 5.33540 -1.18841 0.0 0.6 0.3 0.656
H 0.76732 6.89598 0.80423 0.1 0.1 -0.1 -0.063
C 2.63550 5.80908 3.91764 -0.5 -1.4 -0.3 -1.438
Br 1.80491 4.71981 2.47853 0.3 0.7 0.5 0.632
Br 4.32164 4.93728 4.33113 -0.4 0.6 0.1 0.623
Br 1.40230 5.88980 5.43999 1.0 0.5 -0.5 0.581
H 2.80848 6.79000 3.49814 0.0 0.1 0.3 -0.019
C -2.39664 5.77286 5.41459 0.4 -0.1 -0.3 -1.525
Br -1.86160 7.53788 4.81303 0.0 -0.5 -0.1 0.560
Br -1.46691 4.28374 4.44912 -1.2 0.8 0.3 0.569
Br -4.32769 5.67257 5.41380 0.4 -0.4 -0.1 0.590
H -2.05037 5.68376 6.43520 -0.1 0.0 0.0 -0.031
C -5.06083 4.12159 1.72114 -0.9 -0.4 -0.2 -1.550
Br -6.73008 4.91730 2.43095 0.8 -0.4 -0.2 0.526
Br -4.78132 4.70238 -0.09198 0.1 0.2 0.1 0.569
Br -5.11838 2.17523 1.70252 -0.1 0.5 0.4 0.616
H -4.23818 4.42145 2.35943 -0.1 0.1 0.0 -0.060
```
Forces are in eV/Å.

Properties
Energy in eV: -1420997.8248
LUMO energy in Ha: -0.031
Frontier orbital gap in Eh: 0.171